ORCA calculation (the ωB97M-V functional and the def2-TZVPD basis) on a structure of composition C39H20N9O3RhS.

```
73
Properties=species:S:1:pos:R:3:forces:R:3
Rh -0.523 0.332 0.582 -0.004 -0.388 -0.741
C 5.888 0.425 -0.559 0.067 0.005 -0.044
C 5.876 -0.790 0.120 0.029 -0.013 -0.039
C 4.704 -1.301 0.652 -0.357 0.130 -0.001
C 3.556 -0.540 0.505 0.750 0.636 -0.521
C 2.215 -0.737 0.998 -0.605 -0.875 1.089
N 1.442 0.348 0.630 -0.193 0.155 -0.259
C 2.221 1.237 -0.069 -0.742 1.085 -0.118
N 1.866 2.413 -0.508 1.455 -0.720 -0.128
C 0.625 2.881 -0.476 -1.032 -0.131 0.117
C 0.262 4.241 -0.776 -0.609 0.114 -0.004
C 1.016 5.360 -1.096 -0.030 -0.045 0.056
C 0.346 6.552 -1.309 0.251 -0.059 0.006
C -1.044 6.621 -1.230 -0.222 -0.032 0.004
C -1.811 5.505 -0.938 0.019 0.007 0.031
C -1.150 4.307 -0.697 0.516 -0.002 -0.076
C -1.595 2.980 -0.353 0.948 -0.110 0.129
N -2.847 2.568 -0.251 -1.545 -0.665 -0.038
C -3.218 1.412 0.222 0.663 1.193 -0.277
N -2.441 0.518 0.930 0.198 0.021 0.021
C -3.209 -0.557 1.305 0.740 -0.795 1.010
N -2.836 -1.557 2.046 -1.583 0.239 -0.647
C -1.579 -1.857 2.323 1.004 0.247 -0.061
N -0.502 -1.384 1.637 -0.127 -0.218 0.533
C 0.627 -1.939 2.170 -0.851 0.060 0.273
N 1.863 -1.714 1.775 1.445 0.353 -0.790
C 0.271 -2.785 3.276 -0.580 0.058 0.010
C 1.034 -3.471 4.209 -0.039 -0.018 -0.030
C 0.364 -4.090 5.250 0.229 0.002 -0.076
C -1.027 -4.043 5.350 -0.200 0.017 -0.046
C -1.798 -3.373 4.414 0.014 -0.040 0.020
C -1.137 -2.734 3.377 0.589 0.009 -0.020
C -4.553 -0.362 0.808 -0.802 0.775 -0.582
C -5.690 -1.144 0.888 0.303 0.058 0.095
C -6.838 -0.682 0.265 -0.046 0.086 -0.089
C -6.839 0.522 -0.436 -0.081 -0.057 0.018
C -5.702 1.314 -0.515 0.241 0.103 0.070
C -4.558 0.870 0.123 -0.755 -0.876 0.236
N -0.501 2.166 -0.224 0.295 0.683 0.054
C 3.566 0.698 -0.165 0.742 -0.936 0.248
C 4.738 1.181 -0.721 -0.320 0.054 0.084
H 6.817 0.791 -0.967 0.113 0.023 -0.051
H 6.798 -1.340 0.233 0.064 -0.061 -0.024
H 4.662 -2.247 1.166 0.034 -0.121 0.067
H 2.090 5.295 -1.161 0.152 0.001 -0.007
H 0.912 7.444 -1.535 -0.002 0.050 -0.037
H -1.528 7.571 -1.403 -0.074 0.058 -0.025
H -2.886 5.565 -0.892 -0.139 -0.007 0.021
H 2.110 -3.493 4.123 0.087 -0.038 0.029
H 0.928 -4.613 6.009 0.030 -0.050 0.030
H -1.504 -4.534 6.186 -0.079 -0.041 0.040
H -2.873 -3.325 4.491 -0.122 -0.022 0.042
H -5.666 -2.082 1.419 -0.026 -0.150 0.076
H -7.746 -1.266 0.314 -0.028 -0.039 -0.021
H -7.743 0.842 -0.935 -0.040 0.020 0.007
H -5.702 2.245 -1.059 0.000 0.107 -0.054
H 4.750 2.120 -1.247 0.014 0.183 -0.076
O 0.180 -4.641 -2.408 -0.033 0.158 -0.101
S 0.857 -3.570 -1.736 -0.020 0.173 -0.174
O 1.789 -3.924 -0.702 0.059 0.189 0.074
N -0.225 -2.452 -1.178 0.160 -0.600 0.050
C -0.080 -1.308 -1.778 0.436 -0.751 -0.235
O -0.760 -0.270 -1.540 -0.335 0.954 0.727
C 1.021 -1.244 -2.782 0.204 0.050 -0.239
C 1.457 -0.140 -3.495 -0.068 -0.181 0.097
C 2.557 -0.301 -4.325 0.037 0.149 -0.059
C 3.183 -1.532 -4.456 0.036 -0.095 0.054
C 2.731 -2.640 -3.749 0.074 -0.186 0.024
C 1.661 -2.462 -2.907 -0.473 -0.003 0.412
H 0.949 0.807 -3.399 -0.045 0.128 0.041
H 2.938 0.546 -4.876 0.012 0.068 -0.071
H 4.043 -1.626 -5.103 0.046 -0.031 -0.093
H 3.195 -3.610 -3.841 0.149 -0.047 -0.039
```
Forces are in eV/Å.

2S+1: 5
orbital gap (alpha / beta): 0.166 / 0.232 Eh
expectation value of S²: 6.0524

***

ORCA calculation (the ωB97M-V functional and the def2-TZVPD basis) on a structure of composition C39H24Cl4MoO2P.

```
71
Properties=species:S:1:pos:R:3:forces:R:3
Mo -0.354 1.663 0.942 1.148 -1.247 0.476
C -0.205 -2.103 5.954 0.042 -0.016 0.021
C -1.190 -1.464 5.215 -0.018 -0.001 0.003
C -0.872 -0.895 3.990 0.142 0.027 0.139
C 0.435 -0.965 3.510 -0.176 0.076 0.024
C 1.423 -1.620 4.249 0.037 -0.047 0.036
C 1.099 -2.180 5.474 0.034 -0.004 0.015
P 0.803 -0.208 1.927 0.167 -0.123 0.052
C 1.918 -1.355 1.073 -0.092 -0.040 -0.009
C 1.743 -2.730 1.220 -0.004 -0.067 -0.059
C 2.615 -3.611 0.591 -0.051 0.003 0.066
C 3.665 -3.121 -0.173 0.032 -0.022 -0.050
C 3.830 -1.749 -0.333 0.004 -0.024 -0.077
C 2.950 -0.866 0.274 0.089 -0.089 0.102
C 1.795 1.326 2.155 -0.595 0.087 -0.494
C 2.749 1.495 3.168 0.130 0.045 0.040
C 3.462 2.669 3.208 0.024 0.046 -0.043
C 3.239 3.690 2.265 0.106 -0.013 0.141
C 2.278 3.550 1.295 -0.015 -0.046 -0.086
C 1.547 2.363 1.232 -0.293 -0.167 -0.093
H -0.452 -2.548 6.911 0.017 0.036 -0.075
H -2.204 -1.409 5.592 0.065 -0.002 -0.039
H -1.630 -0.386 3.412 -0.088 0.022 -0.049
H 2.434 -1.703 3.862 -0.090 -0.001 0.048
H 1.865 -2.681 6.056 -0.069 0.034 -0.048
H 0.940 -3.115 1.839 0.053 -0.001 -0.046
H 2.485 -4.681 0.718 -0.004 0.108 -0.026
H 4.361 -3.809 -0.643 -0.078 0.077 0.051
H 4.647 -1.365 -0.933 -0.054 -0.019 0.050
H 3.088 0.199 0.152 0.001 0.072 -0.036
H 2.940 0.711 3.889 -0.021 -0.021 0.003
H 4.206 2.808 3.982 0.002 0.030 -0.015
H 3.806 4.612 2.329 -0.013 -0.073 0.024
H 2.064 4.357 0.610 -0.048 0.040 -0.032
Cl -3.640 7.560 0.466 -0.011 -0.006 -0.007
C -3.259 5.888 0.437 -0.082 0.020 -0.031
C -4.116 4.984 -0.200 -0.039 0.051 0.002
Cl -5.559 5.539 -0.947 0.028 -0.020 0.002
C -3.797 3.627 -0.241 -0.294 -0.141 -0.181
Cl -4.794 2.475 -1.041 -0.015 0.024 -0.001
C -2.634 3.207 0.356 0.526 -0.226 0.226
O -2.135 1.939 0.399 -0.779 0.344 -0.278
C -1.794 4.098 1.021 0.201 -0.626 0.064
O -0.737 3.490 1.576 -0.212 1.064 -0.067
C -2.089 5.443 1.050 0.096 0.271 0.194
Cl -0.997 6.509 1.838 -0.023 0.008 -0.005
C -0.113 0.483 -0.629 -0.033 0.634 -0.156
C -0.428 -0.208 -1.628 0.267 -0.238 0.140
C -0.769 -0.951 -2.701 -0.118 0.153 -0.115
C 0.297 -1.340 -3.642 0.029 -0.160 0.086
C 1.510 -1.814 -3.139 0.014 0.030 0.005
C 2.518 -2.200 -4.007 0.004 0.017 0.023
C 2.333 -2.088 -5.379 -0.007 0.011 0.010
C 1.139 -1.587 -5.885 0.016 -0.002 -0.055
C 0.118 -1.225 -5.024 -0.116 0.065 0.035
C -2.168 -1.325 -2.903 -0.052 -0.009 -0.003
C -3.178 -0.649 -2.200 0.092 0.042 -0.046
C -4.498 -1.029 -2.336 -0.063 -0.006 -0.024
C -4.833 -2.094 -3.169 0.050 -0.008 -0.007
C -3.842 -2.779 -3.863 -0.043 0.010 0.019
C -2.517 -2.400 -3.735 0.065 0.033 0.058
H 1.644 -1.896 -2.066 0.008 -0.028 -0.037
H 3.451 -2.585 -3.612 -0.051 0.008 -0.021
H 3.123 -2.388 -6.057 -0.025 0.022 0.020
H 1.003 -1.477 -6.955 0.021 -0.022 0.101
H -0.805 -0.814 -5.415 0.026 -0.074 0.023
H -2.919 0.191 -1.565 -0.023 -0.020 -0.004
H -5.272 -0.492 -1.798 0.069 -0.058 -0.044
H -5.869 -2.395 -3.273 0.048 0.027 0.005
H -4.102 -3.617 -4.499 0.017 0.074 0.056
H -1.750 -2.963 -4.250 0.025 0.053 0.001
```
Forces are in eV/Å.

net charge: +1
orbital gap: 0.221 Eh

***

ORCA calculation (the ωB97M-V functional and the def2-TZVPD basis) on a structure of composition C39H26BaF3N6O2S.

```
78
Properties=species:S:1:pos:R:3:forces:R:3
Ba -17.398 -2.774 16.818 0.312 0.833 -0.078
C -17.134 -4.642 13.201 0.655 -0.618 0.551
O -16.257 -4.138 14.296 -0.493 -0.974 -1.725
C -14.969 -4.696 14.298 0.546 0.577 0.397
C -14.131 -5.049 13.199 -1.391 0.181 1.617
C -12.894 -5.632 13.478 0.933 -0.465 0.151
C -12.605 -6.080 14.801 -0.249 -0.046 -1.268
C -13.357 -5.558 15.865 1.508 -0.203 -0.871
C -14.348 -4.660 15.575 -0.495 0.944 0.353
N -14.597 -3.546 16.456 0.493 -0.106 0.347
N -13.521 -3.302 17.162 -1.328 -0.118 -1.591
C -13.399 -2.163 17.848 -1.586 0.553 1.481
C -14.420 -1.143 18.062 -0.046 -0.782 -0.568
O -15.493 -1.037 17.429 -0.138 -0.336 -0.263
C -14.205 -0.239 19.151 -0.978 2.584 1.081
C -13.166 -0.262 20.015 -0.821 0.495 0.535
C -12.080 -1.137 19.785 -2.137 -0.956 -1.102
C -11.012 -1.149 20.626 2.549 -0.775 1.435
C -9.918 -1.927 20.283 -0.651 0.096 -0.947
C -9.985 -2.717 19.128 0.101 -0.833 0.370
C -11.175 -2.932 18.454 0.653 0.642 0.381
C -12.257 -2.096 18.720 1.587 0.513 0.375
H -17.128 -3.954 12.345 -0.038 -0.164 0.407
H -18.168 -4.879 13.536 0.665 0.940 0.297
H -16.782 -5.646 12.906 0.258 0.533 -0.107
H -14.511 -4.905 12.204 0.176 0.170 -0.311
H -12.090 -5.655 12.682 -1.282 -0.616 0.866
H -11.837 -6.861 14.882 -0.022 0.811 0.423
H -12.986 -5.502 16.885 0.027 -0.580 -0.118
H -15.006 0.566 19.258 0.968 -1.413 -0.024
H -13.138 0.333 20.959 -0.142 -0.158 -1.088
H -10.917 -0.657 21.620 -0.658 0.197 -1.071
H -9.027 -1.908 20.861 0.612 0.013 0.415
H -9.098 -3.263 18.825 -0.017 -0.125 0.029
H -11.304 -3.654 17.672 0.365 -0.162 -0.262
N -22.911 4.703 10.889 1.795 -1.406 2.115
C -22.305 4.100 11.699 -2.507 1.901 -2.220
C -21.703 3.231 12.651 0.577 0.715 -0.192
C -22.109 3.186 13.981 -0.412 -0.790 -0.848
C -21.534 2.245 14.813 0.674 -0.577 0.990
C -20.539 1.350 14.318 -1.596 1.396 -0.752
C -20.163 1.498 12.962 0.670 -1.341 0.140
C -20.651 2.465 12.160 -0.698 1.544 -0.594
C -19.888 0.278 15.040 2.881 -1.476 0.501
C -20.550 -0.707 15.780 -1.463 -0.562 1.103
C -21.979 -0.797 15.973 -0.363 -1.092 -0.189
C -22.230 -2.124 16.389 -0.024 1.843 -0.315
C -20.996 -2.735 16.566 1.772 0.234 -0.227
N -19.979 -1.887 16.291 -0.283 -0.585 -0.852
C -18.478 0.213 14.724 0.670 0.722 0.249
C -17.717 1.340 14.236 -0.661 -0.520 -0.144
C -16.440 0.922 13.988 1.694 0.814 -0.048
C -16.402 -0.444 14.351 -0.911 -0.068 -0.489
N -17.577 -0.836 14.824 -0.725 -1.241 0.034
H -22.994 3.747 14.232 0.122 0.281 0.488
H -21.840 2.239 15.885 0.376 -0.277 -0.989
H -19.480 0.817 12.456 0.059 -0.039 0.757
H -20.239 2.755 11.178 -0.341 -0.806 0.468
H -22.736 -0.009 15.828 0.577 -0.638 -0.182
H -23.151 -2.614 16.562 -0.874 -0.090 0.178
H -20.818 -3.811 16.828 -0.059 1.260 0.021
H -18.202 2.256 14.016 0.283 0.932 0.060
H -15.518 1.499 13.706 -1.348 -0.489 0.074
H -15.656 -1.180 14.045 0.073 0.239 0.725
F -20.746 -4.995 20.300 0.396 0.051 1.291
C -19.798 -5.362 21.222 1.436 0.241 -1.104
F -19.736 -4.463 22.252 -0.717 -1.201 -0.990
F -20.191 -6.568 21.691 -0.080 0.532 0.413
C -18.457 -5.500 20.472 0.061 1.521 -0.593
C -17.718 -6.642 20.431 0.343 -1.683 0.315
C -16.624 -6.798 19.511 -0.260 0.721 0.349
C -16.318 -5.756 18.651 -0.715 -0.460 1.233
N -17.028 -4.621 18.757 1.323 0.616 -0.978
C -17.940 -4.351 19.678 -1.257 -0.809 1.686
S -18.405 -2.720 20.033 0.175 -0.685 -0.826
H -17.947 -7.501 21.144 0.152 1.180 -1.176
H -16.019 -7.679 19.516 0.161 -0.480 0.105
H -15.447 -5.764 17.961 -0.911 -0.082 0.294
```
Forces are in eV/Å.

net charge: -1
orbital gap: 0.220 Eh